C6H7NO in the gas phase. Source: the Open Molecules 2025 dataset; level of theory: ωB97M-V/def2-TZVPD.

Calculated values
Energy relative to the best compared isomer or geometry (same formula, charge and spin): 191.72 kJ/mol
Charge: 0
Structure (SMILES): O=CC1=CNCC=C1
Frontier orbital gap: 8.72 eV
Maximum force: 5.52 eV Å⁻¹
E_LUMO: 0.68 eV
HOMO level: -0.296 Ha

```
15
Properties=species:S:1:pos:R:3:nbo_charge:R:1
O 2.97197 0.41176 -0.11884 -0.56
C 2.02336 -0.35000 0.16345 0.44
C 0.56040 -0.19862 0.07604 -0.31
C -0.14379 -1.27963 -0.11623 0.11
N -1.49253 -1.11960 -0.15987 -0.57
C -2.26590 0.16717 0.06842 -0.24
C -1.33247 1.36024 0.07092 -0.21
C 0.01035 1.19022 -0.05921 -0.18
H 2.25882 -1.49532 0.60538 0.07
H 0.32963 -2.30637 -0.00196 0.23
H -1.97882 -1.91736 0.04464 0.38
H -3.07301 0.33373 -0.59564 0.20
H -2.89837 0.20846 1.05665 0.18
H -1.80894 2.29588 -0.18077 0.21
H 0.73092 2.08784 -0.07888 0.25
```


2 unconnected molecules or ions with the total composition C6H7NO. Source: the Open Molecules 2025 dataset; level of theory: ωB97M-V/def2-TZVPD.

Calculated values
Energy relative to the best compared isomer or geometry (same formula, charge and spin): 810.68 kJ/mol
Charge: 0
Frontier orbital gap: 9.70 eV
Maximum force: 12.59 eV Å⁻¹
E_LUMO: -0.39 eV
HOMO level: -0.371 Ha

```
15
Properties=species:S:1:pos:R:3:nbo_charge:R:1
C 0.37202 -1.51785 0.88854 -0.64
C -0.16332 -0.36068 0.27347 -0.29
C 0.46692 0.29689 -1.17066 -0.15
C 0.52978 1.61264 -1.09492 -0.43
C -0.41450 0.80880 1.15873 0.43
C -1.56545 -0.75147 -0.38528 0.28
H -0.30544 -1.98256 1.57917 0.25
H 1.29171 -1.41785 1.41425 0.24
H 1.02516 -2.19136 0.10837 0.24
H 0.77228 -0.64754 -1.94685 0.27
H 0.36605 2.24706 -0.03345 0.21
H 0.91102 2.15178 -2.06056 0.23
H 0.63578 1.85993 1.29033 0.19
N -2.23391 -0.90242 -1.52988 -0.32
O -1.68810 0.79462 1.50874 -0.51
```


C6H7NO in the gas phase. Source: the Open Molecules 2025 dataset; level of theory: ωB97M-V/def2-TZVPD.

Calculated values
Energy relative to the best compared isomer or geometry (same formula, charge and spin): 306.33 kJ/mol
Charge: 0
Structure (SMILES): CC1=NC=C/C1=C\O
Frontier orbital gap: 8.24 eV
Maximum force: 7.22 eV Å⁻¹
E_LUMO: -0.45 eV
HOMO level: -0.319 Ha

```
15
Properties=species:S:1:pos:R:3:nbo_charge:R:1
C 1.61181 -1.62113 -0.12736 -0.69
C 0.76274 -0.31088 0.12876 0.22
N 1.65686 0.68313 0.19234 -0.46
C 0.82587 1.88716 0.01402 -0.03
C -0.46108 1.60065 -0.11163 -0.31
C -0.53893 0.05949 0.09089 -0.23
C -1.70850 -0.73749 -0.05751 0.31
O -2.95289 -0.16702 0.09712 -0.65
H 2.60641 -1.07279 -0.34883 0.29
H 1.95670 -2.00832 1.02047 0.22
H 1.05333 -2.48671 -0.69317 0.23
H 1.26005 2.82647 -0.22636 0.21
H -1.33951 2.25338 -0.16730 0.20
H -1.81662 -1.76619 0.06258 0.20
H -2.91625 0.86025 0.12598 0.50
```


C6H7NO in the gas phase. Source: the Open Molecules 2025 dataset; level of theory: ωB97M-V/def2-TZVPD.

Calculated values
Energy relative to the best compared isomer or geometry (same formula, charge and spin): 762.65 kJ/mol
Charge: 0
Structure (SMILES): C1=C[C@H]2N[C@H]2[C@@H]2O[C@@H]12
Frontier orbital gap: 9.23 eV
Maximum force: 8.16 eV Å⁻¹
E_LUMO: 0.27 eV
HOMO level: -0.329 Ha

```
15
Properties=species:S:1:pos:R:3:nbo_charge:R:1
C 1.12560 1.25694 -0.08064 -0.16
C -0.31271 1.46917 -0.40094 -0.22
C -1.06220 0.21199 0.17487 -0.16
N -1.76149 -0.96538 -0.61983 -0.61
C -0.49865 -1.11497 0.23650 -0.12
C 0.77957 -0.87701 -0.59984 0.09
O 2.34871 -1.16624 -0.34452 -0.46
C 1.60552 -0.07777 0.34649 -0.03
H 1.72534 2.08823 -0.52288 0.22
H -0.69225 2.43754 -0.42498 0.22
H -1.50924 0.30098 1.14043 0.20
H -2.63623 -1.06116 -0.07960 0.35
H -0.83055 -1.60378 1.18124 0.24
H 0.47279 -0.44275 -1.47891 0.22
H 1.24580 -0.45579 1.47260 0.19
```


C6H7NO in the gas phase. Source: the Open Molecules 2025 dataset; level of theory: ωB97M-V/def2-TZVPD.

Calculated values
Energy relative to the best compared isomer or geometry (same formula, charge and spin): 73.70 kJ/mol
Charge: 0
Structure (SMILES): CC(=O)c1ccc[nH]1
Frontier orbital gap: 9.76 eV
Maximum force: 5.72 eV Å⁻¹
E_LUMO: 0.87 eV
HOMO level: -0.326 Ha

```
15
Properties=species:S:1:pos:R:3:nbo_charge:R:1
C -1.09099 -0.87660 2.00794 -0.71
C -1.26768 -0.03328 0.78461 0.58
O -2.30765 0.54373 0.44399 -0.56
C -0.09955 0.08724 -0.19632 0.00
C 1.07507 -0.48940 -0.31804 -0.26
C 1.68115 0.10549 -1.40996 -0.30
C 0.88273 0.95764 -1.98960 -0.05
N -0.22997 1.03327 -1.18430 -0.50
H -0.88095 -1.79954 1.67954 0.23
H -1.76444 -0.89112 2.79490 0.24
H -0.29411 -0.49837 2.60474 0.24
H 1.55225 -1.15941 0.38931 0.22
H 2.65848 -0.30502 -1.67804 0.22
H 1.16051 1.62364 -2.72602 0.21
H -1.07485 1.70173 -1.20274 0.45
```


C6H7NO in the gas phase. Source: the Open Molecules 2025 dataset; level of theory: ωB97M-V/def2-TZVPD.

Calculated values
Energy relative to the best compared isomer or geometry (same formula, charge and spin): 376.10 kJ/mol
Charge: 0
Structure (SMILES): C=C1OC(=C)[C@@H]2N[C@H]12
Frontier orbital gap: 9.82 eV
Maximum force: 4.98 eV Å⁻¹
E_LUMO: 1.05 eV
HOMO level: -0.322 Ha

```
15
Properties=species:S:1:pos:R:3:nbo_charge:R:1
C -2.33621 -0.84900 0.07886 -0.49
C -1.07564 -0.46465 -0.01807 0.28
O 0.03067 -1.16323 0.05117 -0.47
C 1.22447 -0.37009 -0.09518 0.31
C 2.51853 -0.72581 0.09514 -0.49
C 0.66793 0.95608 -0.45578 -0.16
N 0.05085 1.57736 0.68115 -0.53
C -0.83319 0.99862 -0.29602 -0.14
H -3.36857 -0.29743 -0.20429 0.22
H -2.58650 -1.85286 0.17635 0.20
H 2.53479 -1.82893 0.24164 0.22
H 3.50095 -0.21562 -0.07355 0.25
H 1.23592 1.62407 -0.93050 0.22
H -0.00156 0.84521 1.34441 0.33
H -1.56243 1.76629 -0.59533 0.24
```


C6H7NO in the gas phase. Source: the Open Molecules 2025 dataset; level of theory: ωB97M-V/def2-TZVPD.

Calculated values
Energy relative to the best compared isomer or geometry (same formula, charge and spin): 375.30 kJ/mol
Charge: 0
Frontier orbital gap: 8.51 eV
Maximum force: 6.14 eV Å⁻¹
E_LUMO: 0.96 eV
HOMO level: -0.277 Ha

```
15
Properties=species:S:1:pos:R:3:nbo_charge:R:1
C 0.53598 -0.77408 -2.14988 -0.39
C -0.95040 -0.39647 -0.17766 -0.03
C -0.78375 0.17338 0.95537 -0.23
C -0.84948 0.65613 2.26660 -0.05
C 0.46262 0.79903 0.90933 0.24
C 1.18874 0.37006 -0.13173 -0.13
H 0.35401 -1.86833 -2.30092 0.19
H -0.23186 -0.36126 -2.72271 0.20
H 1.56155 -0.47130 -2.33934 0.21
H -1.81308 -0.88605 -0.67832 0.20
H -1.66313 1.29868 2.49895 0.19
H -0.76955 -0.16505 2.99065 0.20
H 2.26289 0.45633 -0.32411 0.22
N 0.30783 -0.32824 -0.86720 -0.34
O 0.38763 1.49719 2.07096 -0.48
```


C6H7NO2 in the gas phase. Source: the Open Molecules 2025 dataset; level of theory: ωB97M-V/def2-TZVPD.

Calculated values
Energy relative to the best compared isomer or geometry (same formula, charge and spin): 395.04 kJ/mol
Charge: 0
Structure (SMILES): C=C[C@@]12ON1CCC2=O
Frontier orbital gap: 10.61 eV
Maximum force: 3.78 eV Å⁻¹
E_LUMO: 0.74 eV
HOMO level: -0.363 Ha

```
16
Properties=species:S:1:pos:R:3:nbo_charge:R:1
C -2.87351 0.33876 -0.10836 -0.32
C -1.97498 -0.61301 -0.20520 -0.26
C -0.50086 -0.46257 -0.48988 0.20
O -0.21218 0.27797 -1.57536 -0.35
N 0.02660 0.94874 -0.36982 -0.09
C 1.49678 0.88605 -0.23310 -0.26
C 1.85580 -0.61449 -0.10078 -0.52
C 0.60397 -1.46384 -0.35287 0.57
O 0.72585 -2.63586 -0.38758 -0.49
H -3.85991 0.06014 0.21524 0.20
H -2.74539 1.45552 -0.35984 0.21
H -2.50766 -1.55723 0.04534 0.23
H 1.83482 1.40062 0.66793 0.21
H 1.82351 1.37927 -1.15578 0.22
H 2.09201 -0.79329 1.00101 0.23
H 2.72738 -0.90523 -0.64960 0.24
```


Q: Look up the maximum force of the second one.
A: 12.59 eV Å⁻¹


What did the first record say?
C6H7NO in the gas phase. Source: the Open Molecules 2025 dataset; level of theory: ωB97M-V/def2-TZVPD.

Calculated values
Energy relative to the best compared isomer or geometry (same formula, charge and spin): 191.72 kJ/mol
Charge: 0
Structure (SMILES): O=CC1=CNCC=C1
Frontier orbital gap: 8.72 eV
Maximum force: 5.52 eV Å⁻¹
E_LUMO: 0.68 eV
HOMO level: -0.296 Ha

```
15
Properties=species:S:1:pos:R:3:nbo_charge:R:1
O 2.97197 0.41176 -0.11884 -0.56
C 2.02336 -0.35000 0.16345 0.44
C 0.56040 -0.19862 0.07604 -0.31
C -0.14379 -1.27963 -0.11623 0.11
N -1.49253 -1.11960 -0.15987 -0.57
C -2.26590 0.16717 0.06842 -0.24
C -1.33247 1.36024 0.07092 -0.21
C 0.01035 1.19022 -0.05921 -0.18
H 2.25882 -1.49532 0.60538 0.07
H 0.32963 -2.30637 -0.00196 0.23
H -1.97882 -1.91736 0.04464 0.38
H -3.07301 0.33373 -0.59564 0.20
H -2.89837 0.20846 1.05665 0.18
H -1.80894 2.29588 -0.18077 0.21
H 0.73092 2.08784 -0.07888 0.25
```


Q: Look up the frontier orbital gap of the fourth one.
A: 9.23 eV